1.
Computed, not measured: 15 unconnected molecules or ions with the total composition C27H81B2BrIN29O23, with ωB97M-V/def2-TZVPD.

Calculated values
Charge = -2

Atoms and positions in Å:
1 C 5.3647 3.1979 1.2682
2 C 5.2162 2.5122 -0.1216
3 O 6.2722 2.9309 -0.9962
4 C 5.8008 3.4336 -2.2331
5 C 6.2393 4.8998 -2.4206
6 O 5.3319 5.8593 -1.8859
7 C 4.8246 6.6681 -2.9272
8 C 3.8213 7.7252 -2.4433
9 O 2.6885 7.2339 -1.7916
10 C 1.7888 6.4990 -2.6526
11 B 1.3307 5.1081 -1.8429
12 O 2.4926 4.7986 -0.9616
13 O 0.0629 5.1791 -1.1448
14 C -0.6691 3.9621 -1.2576
15 B -2.1290 4.2519 -1.7785
16 N -2.7721 5.5367 -1.5179
17 O -2.9221 3.2942 -2.4773
18 C -1.0106 3.6099 0.2915
19 O -0.4540 4.2452 1.1691
20 O -1.9134 2.7326 0.5070
21 C 0.3165 3.0122 -2.1133
22 I 1.3099 1.7247 -0.5401
23 C -0.3323 1.9603 -3.0662
24 Br -1.3199 0.6853 -1.9058
25 C 0.6288 1.0842 -3.8837
26 C 1.5555 1.8541 -4.8455
27 O 1.1465 3.8833 -2.6975
28 H 4.7021 4.0699 1.2973
29 H 6.3961 3.5471 1.3994
30 H 5.0300 2.5044 2.0464
31 H 5.2700 1.4283 0.0630
32 H 4.2150 2.7728 -0.4828
33 H 4.7279 3.2684 -2.3929
34 H 6.3256 2.8649 -3.0287
35 H 6.3656 5.0516 -3.5074
36 H 7.2246 5.0031 -1.9364
37 H 5.6750 7.2178 -3.3900
38 H 4.3680 6.0716 -3.7363
39 H 3.5649 8.4197 -3.2723
40 H 4.3463 8.3449 -1.6899
41 H 2.2468 6.2888 -3.6356
42 H 0.9068 7.1418 -2.8571
43 H 3.1272 4.3761 -1.5486
44 H -2.1986 6.0942 -0.8859
45 H -3.6089 5.3080 -0.9767
46 H -3.6046 2.9655 -1.8782
47 H -1.0145 2.4342 -3.7840
48 H 1.2157 0.3869 -3.2763
49 H -0.0135 0.4430 -4.5153
50 H 2.2934 2.4753 -4.3277
51 H 0.9598 2.4541 -5.5471
52 H 2.1316 1.0968 -5.4025
53 C 2.7381 -2.2980 0.9533
54 O 3.8503 -1.9122 0.6172
55 N 2.5477 -3.4547 1.6608
56 N 1.5936 -1.6213 0.6682
57 H 1.6455 -3.7854 1.9506
58 H 3.3572 -3.9934 1.8969
59 H 1.6530 -0.7415 0.1650
60 H 0.6858 -1.9510 0.9489
61 C -4.4727 -0.7144 -4.8313
62 O -5.1677 -0.6911 -5.8487
63 N -4.4436 -1.7935 -3.9990
64 N -3.6784 0.3096 -4.4584
65 H -3.8801 -1.8352 -3.1691
66 H -5.0169 -2.5788 -4.2430
67 H -3.6651 1.1276 -5.0403
68 H -3.0909 0.2780 -3.6367
69 C 3.2586 -7.2027 2.3826
70 O 2.7561 -6.0976 2.4139
71 N 4.5457 -7.4384 2.7851
72 N 2.5777 -8.3037 1.9426
73 H 4.9780 -8.3415 2.7669
74 H 5.0736 -6.6508 3.1133
75 H 1.6293 -8.1645 1.6441
76 H 2.9700 -9.2244 1.9086
77 C -1.7178 -2.1998 2.7062
78 O -1.1200 -3.1519 2.1955
79 N -2.1639 -1.1426 1.9862
80 N -1.9862 -2.1108 4.0312
81 H -2.6504 -0.3628 2.3890
82 H -1.9920 -1.1473 0.9986
83 H -1.6910 -2.8614 4.6271
84 H -2.4550 -1.3075 4.4144
85 C -3.6816 -1.5001 -9.5504
86 O -3.1730 -2.5997 -9.3752
87 N -4.3511 -0.8355 -8.5758
88 N -3.6085 -0.8511 -10.7562
89 H -4.7694 0.0660 -8.7020
90 H -4.4265 -1.2804 -7.6730
91 H -3.1178 -1.3147 -11.4972
92 H -4.0130 0.0492 -10.9269
93 C 5.0790 4.9622 4.8343
94 O 4.8749 4.5784 3.6988
95 N 6.2431 4.6903 5.5020
96 N 4.1719 5.6972 5.5371
97 H 6.4339 4.9997 6.4353
98 H 6.9342 4.1492 5.0148
99 H 3.3068 5.9163 5.0761
100 H 4.3259 6.0274 6.4697
101 C 6.0806 8.4349 3.4188
102 O 6.0310 8.5520 4.6376
103 N 6.1568 9.5221 2.5878
104 N 6.0647 7.2355 2.7891
105 H 6.1941 9.4541 1.5886
106 H 6.1683 10.4272 3.0173
107 H 6.0000 6.4070 3.3568
108 H 6.1057 7.1296 1.7915
109 C -1.5974 -7.2645 2.5230
110 O -1.4304 -7.2359 3.7349
111 N -1.5902 -6.1445 1.7496
112 N -1.8134 -8.4357 1.8475
113 H -1.7295 -6.1613 0.7580
114 H -1.4364 -5.2530 2.1996
115 H -1.8313 -9.2877 2.3874
116 H -1.9596 -8.4833 0.8579
117 C -3.3024 1.4355 5.7719
118 O -2.7711 0.4279 5.3348
119 N -3.5834 2.5057 4.9834
120 N -3.6487 1.5676 7.0892
121 H -4.0129 3.3460 5.3188
122 H -3.3269 2.4438 4.0107
123 H -3.4484 0.7942 7.6951
124 H -4.0810 2.3869 7.4697
125 C 0.0319 -2.1182 -5.9575
126 O 0.4747 -1.1790 -5.3196
127 N 0.5158 -3.3915 -5.8204
128 N -0.9859 -1.9768 -6.8596
129 H 0.1656 -4.1776 -6.3328
130 H 1.2618 -3.5277 -5.1629
131 H -1.3635 -1.0549 -6.9802
132 H -1.3718 -2.7311 -7.3974
133 C -7.1901 3.9574 -4.0392
134 O -8.1728 4.6452 -4.2825
135 N -7.0807 2.6620 -4.4677
136 N -6.1258 4.4126 -3.3281
137 H -6.2848 2.0792 -4.2823
138 H -7.8452 2.2884 -4.9970
139 H -6.1602 5.3590 -2.9971
140 H -5.3097 3.8597 -3.1249
141 C -3.8520 -11.2007 3.6997
142 O -2.9183 -10.9399 2.9578
143 N -4.3400 -10.3062 4.5956
144 N -4.4834 -12.4148 3.6891
145 H -5.1089 -10.4996 5.2139
146 H -3.8961 -9.4041 4.6310
147 H -4.1484 -13.1005 3.0390
148 H -5.2508 -12.6437 4.2921
149 C -8.3643 -10.4933 5.9517
150 O -7.2219 -10.7292 6.3102
151 N -9.2276 -11.4768 5.5606
152 N -8.8700 -9.2289 5.9130
153 H -10.1685 -11.3047 5.2624
154 H -8.8863 -12.4196 5.5779
155 H -8.2598 -8.4825 6.1929
156 H -9.8035 -9.0111 5.6215
157 C 4.5454 -0.1183 4.7633
158 O 5.6025 -0.2342 5.3723
159 N 3.8757 -1.1889 4.2489
160 N 3.9522 1.0879 4.5463
161 H 3.0135 -1.1164 3.7406
162 H 4.2860 -2.0931 4.3822
163 H 4.4195 1.9010 4.9028
164 H 3.0884 1.2039 4.0487

Löwdin atomic charge list, values in e, 2 entries: number 1, C, carries -0.076; number 2, C, carries -0.248

---

2.
Computed, not measured: a molecular structure, C27H82F6MgNO20S2, with ωB97M-V/def2-TZVPD.

Calculated values
Charge = +1

Atoms and positions in Å:
1 Mg -0.7529 1.9504 0.2370
2 C 2.1937 0.7057 -2.9399
3 F 3.3435 0.5390 -3.5755
4 F 1.6098 1.8347 -3.3815
5 F 1.4416 -0.2857 -3.3453
6 S 2.5099 0.7327 -1.1028
7 O 3.3504 -0.4125 -0.8225
8 O 3.0984 2.0262 -0.8622
9 N 0.9626 0.7103 -0.5048
10 S 0.3243 -0.6862 -0.0716
11 O -0.9821 -0.1951 0.4343
12 O 0.1792 -1.7837 -0.9890
13 C 1.2507 -1.4471 1.3714
14 F 2.3710 -1.9949 0.9714
15 F 1.4727 -0.6613 2.3932
16 F 0.3554 -2.4500 1.7917
17 C 2.3674 -0.6507 5.6345
18 C 3.4633 0.3764 5.8182
19 O 3.7550 1.0198 4.6040
20 H 2.7238 -1.3883 4.9032
21 H 1.4419 -0.2202 5.2573
22 H 2.1781 -1.2852 6.5405
23 H 4.4015 -0.0179 6.2197
24 H 3.2005 1.1144 6.5807
25 H 4.3970 0.4907 4.0603
26 C -1.2946 6.0762 -4.5118
27 C -1.4257 4.7080 -3.9081
28 O -1.7325 4.7531 -2.5142
29 H -0.5077 6.5905 -3.9785
30 H -2.1827 6.6494 -4.3812
31 H -1.0811 6.0159 -5.5860
32 H -0.4457 4.2273 -3.9459
33 H -2.1968 4.0336 -4.3004
34 H -2.4369 5.3532 -2.3382
35 C -0.0600 -7.7017 -0.3914
36 C 0.3389 -6.4531 -1.1497
37 O 1.0418 -5.4881 -0.3576
38 H -0.6540 -8.3214 -1.0713
39 H -0.6824 -7.4682 0.4561
40 H 0.8124 -8.1836 0.0824
41 H -0.4213 -5.9435 -1.7583
42 H 1.0894 -6.7719 -1.8390
43 H 0.4288 -4.9521 0.0987
44 C -3.5740 1.1421 -3.1036
45 C -2.2277 0.7555 -2.5167
46 O -1.7974 1.7673 -1.5436
47 H -3.3953 2.0989 -3.5757
48 H -4.3896 1.1336 -2.3802
49 H -3.8112 0.4342 -3.9083
50 H -1.4650 0.7051 -3.2958
51 H -2.2170 -0.1811 -1.9109
52 H -2.0135 2.6152 -1.9848
53 C -5.2759 -3.6414 -0.4673
54 C -5.4678 -2.5926 -1.5514
55 O -4.3601 -1.6940 -1.6017
56 H -6.1074 -4.3477 -0.3642
57 H -5.1097 -3.0645 0.4337
58 H -4.3833 -4.1488 -0.7035
59 H -6.3909 -2.0760 -1.4030
60 H -5.6102 -3.0893 -2.5033
61 H -3.6420 -2.2785 -1.8693
62 C -2.9273 0.6839 6.0895
63 C -3.3971 1.4309 4.8578
64 O -2.3333 1.9161 3.9823
65 H -3.7966 0.1732 6.4982
66 H -2.4493 1.2195 6.8667
67 H -2.2149 -0.1005 5.7095
68 H -4.1734 2.2391 4.9832
69 H -3.9183 0.6979 4.2744
70 H -1.8090 2.6219 4.3690
71 C -4.4224 1.2670 0.7744
72 C -3.7623 2.6825 0.7930
73 O -2.4200 2.6366 1.3402
74 H -5.1033 1.1976 -0.0684
75 H -4.9538 1.1268 1.7497
76 H -3.5907 0.5419 0.7023
77 H -4.3810 3.3411 1.3335
78 H -3.6054 3.0685 -0.1990
79 H -2.4145 2.3616 2.2731
80 C 0.7399 3.4754 4.0716
81 C 1.0564 2.6745 2.8180
82 O -0.0638 2.0787 2.1829
83 H 0.3754 2.8410 4.9358
84 H 0.0272 4.3149 3.9822
85 H 1.6036 3.9647 4.5164
86 H 1.8231 1.9373 3.1376
87 H 1.4841 3.3123 2.0462
88 H -0.4294 1.4031 2.7084
89 C -4.2379 -1.9955 4.1531
90 C -3.4618 -1.5213 2.8943
91 O -2.3175 -0.7424 3.3004
92 H -3.6963 -2.7772 4.7098
93 H -5.1370 -2.5687 3.9118
94 H -4.5055 -1.1890 4.8253
95 H -4.1254 -0.8990 2.2729
96 H -3.1266 -2.4221 2.3172
97 H -1.5977 -1.3916 3.4646
98 C 6.2282 2.9593 -0.6181
99 O 7.3887 2.7220 -1.3762
100 H 6.4095 3.4513 0.3485
101 H 5.4896 3.5573 -1.2103
102 H 5.7834 1.9947 -0.5233
103 H 8.0490 3.3642 -1.1525
104 C 2.2733 -4.9038 -4.0719
105 O 2.6692 -3.6597 -3.6793
106 H 1.5664 -4.8678 -4.8800
107 H 3.1540 -5.5544 -4.2008
108 H 1.6998 -5.3799 -3.2534
109 H 3.0898 -3.7689 -2.8277
110 C 4.7463 -4.0005 -0.8457
111 O 3.4731 -4.2200 -1.3572
112 H 4.7316 -3.5922 0.2054
113 H 5.4333 -4.9178 -0.8280
114 H 5.2834 -3.3391 -1.5490
115 H 2.8360 -4.7950 -0.8831
116 C -1.9043 -3.3373 -3.8831
117 O -2.0428 -3.0496 -2.4449
118 H -1.2329 -4.1879 -3.9708
119 H -2.9032 -3.5561 -4.2454
120 H -1.5527 -2.4322 -4.4085
121 H -1.1765 -2.7508 -2.1585
122 C 6.7430 0.8532 2.6979
123 O 5.7324 -0.0131 2.4283
124 H 7.4788 0.9863 1.9258
125 H 6.3898 1.8851 2.9174
126 H 7.3067 0.5740 3.6175
127 H 5.4006 0.0668 1.5430
128 C 1.0581 4.6370 -0.4643
129 O -0.0131 3.7007 -0.4954
130 H 1.5629 4.5880 -1.4615
131 H 0.6667 5.6437 -0.1871
132 H 1.7435 4.4056 0.3190
133 H -0.6017 4.0328 -1.2290
134 C 0.9709 2.7493 -6.7534
135 O 0.6510 1.5157 -6.1340
136 H 1.8949 2.7059 -7.3562
137 H 0.2379 3.1217 -7.4833
138 H 1.0892 3.5867 -6.0853
139 H 1.4497 0.9415 -6.1413

Löwdin atomic charge list, values in e, 2 entries: number 1, Mg, carries 0.665; number 2, C, carries -0.682

---

3.
Computed, not measured: a molecular structure, C27H88CaF3N21O32S, with ωB97M-V/def2-TZVPD.

Atoms and positions in Å:
1 Ca 2.4954 -21.5366 14.5074
2 N 4.5564 -21.2784 11.9231
3 O 3.5581 -20.6111 12.2445
4 O 4.8543 -21.4576 10.7754
5 O 5.2910 -21.7053 12.8194
6 C 1.7596 -25.7147 17.2908
7 F 1.0052 -26.2104 18.2638
8 F 2.9695 -25.6201 17.7999
9 F 1.8612 -26.5464 16.2701
10 S 0.8926 -24.0966 16.7667
11 O -0.2528 -24.4609 15.9415
12 O 0.5329 -23.6264 18.1400
13 O 1.9314 -23.4361 16.0315
14 C 3.1040 -24.3154 12.4720
15 O 3.0604 -23.3692 13.2413
16 N 1.9457 -25.0353 12.2592
17 N 4.2482 -24.6266 11.8548
18 H 1.8289 -25.9764 11.8578
19 H 1.1199 -24.6729 12.7245
20 H 4.9733 -23.9325 11.9083
21 H 4.0501 -24.8930 10.8926
22 C 2.7939 -17.8087 10.5699
23 O 3.8421 -17.5833 11.1256
24 N 2.5259 -17.2929 9.3860
25 N 1.8616 -18.6322 11.1357
26 H 3.0546 -16.4685 9.2306
27 H 1.6963 -17.4050 8.8245
28 H 1.1465 -18.9280 10.5457
29 H 2.2082 -19.3710 11.7692
30 C 5.1228 -22.0135 16.5297
31 O 4.0680 -21.5070 16.1526
32 N 5.5365 -21.8076 17.8551
33 N 5.9151 -22.7638 15.7269
34 H 4.9474 -21.1770 18.3653
35 H 6.5349 -21.8026 17.9241
36 H 6.8772 -22.9678 15.9429
37 H 5.7705 -22.7099 14.7444
38 C 8.1026 -19.6932 12.2240
39 O 8.3484 -18.6277 11.6302
40 N 8.3231 -20.8156 11.5796
41 N 7.6901 -19.6955 13.4723
42 H 7.9887 -21.7317 11.8968
43 H 8.3124 -20.6924 10.5811
44 H 7.2965 -20.5503 13.7941
45 H 7.4571 -18.8055 13.8884
46 C 7.6588 -15.6625 10.1052
47 O 7.3999 -14.4367 10.3448
48 N 6.6720 -16.5335 10.0273
49 N 8.9566 -16.2197 10.0414
50 H 6.7077 -17.5403 9.9766
51 H 5.7829 -16.2271 10.2968
52 H 9.6079 -15.6465 10.6043
53 H 8.9938 -17.2207 10.1606
54 C 7.1896 -15.0585 14.3612
55 O 6.9378 -15.8581 15.2428
56 N 7.4850 -13.8013 14.6654
57 N 7.4586 -15.4181 13.0785
58 H 7.5890 -13.5327 15.6490
59 H 7.9877 -13.2852 13.9716
60 H 7.4583 -14.7930 12.2719
61 H 7.0488 -16.3282 12.9531
62 C -0.1876 -20.4029 16.3620
63 O 0.9566 -20.5835 15.9370
64 N -0.9276 -19.3931 15.8447
65 N -0.7574 -21.1362 17.3017
66 H -0.6416 -18.7028 15.1748
67 H -1.8020 -19.1940 16.2792
68 H -1.5707 -20.9127 17.8199
69 H -0.3348 -22.0252 17.5486
70 C 8.1727 -18.7613 17.0902
71 O 6.9823 -18.7277 17.4524
72 N 8.6204 -17.9751 16.0699
73 N 9.0721 -19.7191 17.6594
74 H 9.6010 -18.2323 15.9662
75 H 8.1263 -17.2037 15.6544
76 H 8.7086 -20.0746 18.6113
77 H 10.0762 -19.5168 17.6573
78 C 3.1426 -24.1589 8.6263
79 O 4.1921 -24.7402 8.6720
80 N 2.0359 -24.7951 8.2893
81 N 2.9274 -22.8605 8.9864
82 H 2.2387 -25.4716 7.5718
83 H 1.2456 -24.2200 8.0970
84 H 2.1463 -22.3679 8.6415
85 H 3.6489 -22.3481 9.4424
86 C 4.1840 -18.6216 14.8416
87 O 3.1321 -19.2216 14.5056
88 N 5.0281 -17.9031 13.9813
89 N 4.5005 -18.5865 16.1868
90 H 4.6755 -17.5735 13.0878
91 H 5.6156 -17.1800 14.4642
92 H 5.4351 -18.3350 16.4753
93 H 4.0214 -19.3282 16.7307
94 C 6.9689 -27.3277 12.6857
95 C 8.0229 -26.5084 11.8925
96 O 7.9480 -25.0881 12.0812
97 O 5.6549 -27.3176 12.2364
98 H 7.0411 -26.7778 13.6713
99 H 7.2670 -28.3553 12.8152
100 H 7.8695 -26.7300 10.7850
101 H 9.0231 -26.8026 12.2172
102 H 7.3514 -24.7192 11.4087
103 H 5.3442 -26.3960 12.1085
104 C 5.7859 -19.0338 6.7250
105 C 5.2834 -18.5735 8.0384
106 O 6.0367 -19.2988 9.1221
107 O 4.9713 -18.3777 5.6906
108 H 5.5579 -20.0784 6.6243
109 H 6.8926 -18.8603 6.6173
110 H 4.1935 -18.7199 8.1757
111 H 5.5208 -17.5076 8.1302
112 H 5.4739 -19.1759 9.8929
113 H 5.5045 -17.6548 5.2925
114 C 10.3251 -22.8976 13.8631
115 C 9.5169 -24.0396 14.4651
116 O 8.1273 -23.7600 14.3443
117 O 10.0062 -21.6858 14.4773
118 H 10.1649 -22.7777 12.7899
119 H 11.3944 -23.0636 13.9027
120 H 9.8273 -24.2606 15.5135
121 H 9.7466 -25.0139 13.9359
122 H 7.8941 -24.2259 13.4804
123 H 9.6027 -21.0626 13.8665
124 C -0.4532 -21.2963 12.3311
125 C -1.3170 -22.0709 13.2968
126 O -0.6245 -23.2780 13.5945
127 O 0.7423 -20.8145 12.9376
128 H -1.0839 -20.5350 11.8573
129 H -0.0599 -21.9855 11.6085
130 H -2.2649 -22.3330 12.8480
131 H -1.4315 -21.4836 14.1766
132 H -0.4929 -23.3918 14.5518
133 H 0.5729 -20.0526 13.5402
134 C 2.4495 -20.6255 6.3589
135 C 1.5825 -19.4344 6.6416
136 O 1.1047 -19.3863 7.9489
137 O 2.8793 -20.6520 5.0153
138 H 2.0074 -21.6118 6.5979
139 H 3.3372 -20.5249 7.0626
140 H 0.8309 -19.3600 5.8948
141 H 2.2098 -18.5732 6.4098
142 H 0.2548 -19.8453 7.9130
143 H 3.4609 -19.8485 4.9722
144 C 11.3124 -18.2941 13.2288
145 C 12.1303 -18.6838 14.4470
146 O 11.3719 -19.3874 15.4522
147 O 11.0673 -19.5081 12.4834
148 H 11.9059 -17.6901 12.5942
149 H 10.3903 -17.7186 13.3384
150 H 12.4741 -17.7542 14.9441
151 H 12.9968 -19.1955 14.0319
152 H 11.0049 -20.2237 15.1300
153 H 10.5564 -19.2504 11.6792
154 C 7.3365 -22.5864 8.1354
155 C 7.7177 -23.9884 8.6482
156 O 6.7637 -24.4281 9.6464
157 O 6.1161 -22.6409 7.3386
158 H 8.0922 -22.1888 7.4237
159 H 7.2599 -21.8642 8.9373
160 H 8.7469 -23.9996 9.0674
161 H 7.7291 -24.7003 7.8082
162 H 5.8684 -24.5172 9.2371
163 H 5.4498 -22.8096 7.9997
164 C 0.7706 -17.0591 14.5775
165 C 1.7131 -16.0643 13.9821
166 O 1.1396 -15.7963 12.7102
167 O 0.3783 -18.0116 13.5861
168 H -0.1314 -16.5091 14.8529
169 H 1.1662 -17.6260 15.4393
170 H 2.7113 -16.4808 13.8679
171 H 1.7083 -15.1217 14.5896
172 H 1.8011 -15.6157 12.0429
173 H 0.6579 -17.6897 12.7285

Löwdin atomic charge list, values in e, 2 entries: number 1, Ca, carries 1.476; number 2, N, carries -0.577

---

| no. | highest occupied orbital energy (eV) | HOMO-LUMO gap (eV) |
| --- | --- | --- |
| 1 | -2.191 | 4.2 |
| 2 | -10.572 | 8.6 |
| 3 | -9.317 | 9.0 |